No. 1
142
Properties=species:S:1:pos:R:3:lowdin_charge:R:1 method="wB97M-V/def2-TZVPD" charge=0 lumo_energy_ev=-1.36 fmax_ev_per_a=10.4 e_homo_ev=-8.61 smiles="CCCCc1cc(O)cc2c1C(=O)C([C@@H](C)CCC)=CC2=O.CCCC#N.CCCC#N.CCCC#N.CCCC#N.CCCC#N.CCCC#N.CCCC#N.CCCC#N"
C 7.61 0.82 -2.84 -0.16
C 6.21 0.10 -3.39 -0.25
C 4.98 1.20 -3.46 -0.21
C 5.18 2.30 -4.71 -0.14
C 5.04 3.79 -3.99 -0.05
C 6.33 4.85 -3.90 0.06
C 6.15 6.33 -3.17 -0.16
O 7.37 7.18 -3.16 -0.10
C 4.73 6.84 -2.46 0.06
C 3.49 5.78 -2.52 -0.02
C 3.64 4.30 -3.29 0.01
C 2.30 3.30 -3.33 -0.16
O 1.99 2.59 -4.42 -0.03
C 1.39 3.33 -1.93 -0.04
C 0.67 2.01 -1.26 -0.30
C -0.79 2.47 -0.68 -0.12
C 0.54 0.71 -2.25 -0.19
C 0.01 -0.66 -1.52 -0.24
C 1.35 -1.58 -1.20 -0.14
C 1.25 4.67 -1.24 0.05
C 1.99 6.05 -1.83 -0.20
O 1.43 7.27 -1.72 -0.05
H 7.35 1.89 -2.40 0.08
H 8.12 0.22 -1.96 0.07
H 8.38 0.92 -3.72 0.02
H 5.94 -0.72 -2.57 0.10
H 6.40 -0.41 -4.44 0.11
H 3.93 0.68 -3.48 0.09
H 5.03 1.81 -2.44 0.11
H 4.32 2.10 -5.50 0.13
H 6.25 2.08 -5.14 0.05
H 7.36 4.52 -4.37 0.07
H 7.45 7.49 -4.12 0.12
H 4.59 7.88 -1.94 0.11
H 1.32 1.67 -0.32 0.16
H -1.37 3.10 -1.47 0.10
H -0.61 3.05 0.35 0.08
H -1.46 1.54 -0.41 0.05
H -0.14 1.05 -3.16 0.14
H 1.61 0.51 -2.73 0.10
H -0.68 -0.49 -0.59 0.09
H -0.62 -1.28 -2.32 0.10
H 1.92 -1.14 -0.27 0.08
H 1.01 -2.70 -1.08 0.05
H 2.05 -1.55 -2.16 0.08
H 0.65 4.82 -0.24 0.12
C -4.02 4.85 0.97 -0.10
C -5.33 4.13 1.27 -0.28
C -5.18 3.08 2.38 -0.20
C -4.17 2.02 1.95 -0.15
N -3.34 1.15 1.60 0.12
H -3.25 4.17 0.60 0.05
H -4.18 5.61 0.20 0.07
H -3.63 5.35 1.86 0.08
H -5.69 3.66 0.35 0.12
H -6.08 4.87 1.58 0.06
H -6.15 2.60 2.57 0.10
H -4.84 3.54 3.31 0.11
C -2.00 -3.24 0.24 -0.11
C -2.32 -4.45 1.11 -0.27
C -1.07 -5.13 1.66 -0.19
C -0.20 -5.62 0.51 -0.13
N 0.52 -6.03 -0.44 0.12
H -1.43 -3.52 -0.65 0.06
H -2.93 -2.77 -0.11 0.08
H -1.43 -2.49 0.80 0.08
H -2.91 -5.17 0.52 0.12
H -2.95 -4.13 1.94 0.06
H -1.35 -5.98 2.29 0.10
H -0.49 -4.43 2.27 0.12
C -8.28 -2.06 2.08 -0.11
C -7.29 -1.14 2.80 -0.28
C -5.85 -1.35 2.34 -0.20
C -5.42 -2.78 2.62 -0.14
N -5.06 -3.97 2.85 0.12
H -8.07 -3.11 2.28 0.07
H -9.30 -1.85 2.43 0.07
H -8.24 -1.90 1.00 0.08
H -7.36 -1.32 3.88 0.11
H -7.58 -0.10 2.63 0.10
H -5.18 -0.66 2.87 0.09
H -5.75 -1.15 1.27 0.12
C 10.96 3.26 -7.64 -0.11
C 9.67 4.05 -7.78 -0.27
C 8.87 4.12 -6.48 -0.20
C 8.48 2.71 -6.04 -0.12
N 8.16 1.55 -5.68 0.13
H 10.77 2.21 -7.38 0.07
H 11.52 3.26 -8.58 0.07
H 11.61 3.69 -6.86 0.08
H 9.06 3.60 -8.57 0.12
H 9.91 5.07 -8.10 0.11
H 7.96 4.71 -6.63 0.11
H 9.45 4.59 -5.69 0.12
C 0.19 -4.95 -3.40 -0.12
C -1.01 -5.58 -4.09 -0.27
C -1.33 -4.94 -5.44 -0.20
C -1.65 -3.47 -5.25 -0.16
N -1.92 -2.25 -5.09 0.10
H 0.02 -3.89 -3.17 0.05
H 0.40 -5.46 -2.46 0.01
H 1.09 -5.02 -4.03 0.08
H -1.88 -5.51 -3.43 0.11
H -0.81 -6.65 -4.24 0.11
H -2.19 -5.44 -5.90 0.11
H -0.48 -5.04 -6.13 0.11
C -6.03 8.72 4.81 -0.11
C -5.95 8.69 3.29 -0.27
C -7.17 8.03 2.64 -0.18
C -7.27 6.58 3.11 -0.14
N -7.36 5.39 3.50 0.13
H -6.05 7.71 5.23 0.07
H -5.15 9.23 5.23 0.08
H -6.93 9.25 5.15 0.08
H -5.04 8.17 2.99 0.11
H -5.87 9.72 2.92 0.11
H -7.07 8.04 1.55 0.11
H -8.09 8.56 2.91 0.12
C 1.66 -9.48 3.38 -0.11
C 1.11 -8.13 2.93 -0.28
C 0.84 -7.19 4.10 -0.19
C -0.19 -7.80 5.03 -0.14
N -1.04 -8.32 5.81 0.12
H 0.95 -10.02 4.01 0.07
H 1.87 -10.12 2.51 0.08
H 2.60 -9.36 3.94 0.08
H 0.19 -8.30 2.36 0.11
H 1.83 -7.66 2.25 0.11
H 0.46 -6.23 3.73 0.08
H 1.76 -6.99 4.66 0.12
C -2.24 -6.55 8.56 -0.12
C -2.79 -5.20 8.12 -0.28
C -3.06 -4.26 9.29 -0.20
C -4.09 -4.87 10.22 -0.17
N -4.94 -5.39 10.99 0.10
H -2.95 -7.09 9.19 0.07
H -2.03 -7.18 7.69 0.03
H -1.30 -6.43 9.12 0.08
H -3.71 -5.37 7.55 0.11
H -2.07 -4.73 7.44 0.11
H -3.44 -3.30 8.92 0.11
H -2.14 -4.06 9.85 0.11

---

No. 2
168
Properties=species:S:1:pos:R:3:lowdin_charge:R:1 method="wB97M-V/def2-TZVPD" charge=0 lumo_energy_ev=0.52 fmax_ev_per_a=5.4 e_homo_ev=-9.25 smiles="CCOC(=O)OC.CCOC(=O)OC.CCOC(=O)OC.CCOC(=O)OC.CCOC(=O)OC.CCOC(=O)OC.CCOC(=O)OC.CCOC(=O)OC.CCOC(=O)OC.c1ccncc1.c1ccncc1.c1ccncc1"
C 16.80 -6.92 21.08 -0.05
C 17.92 -6.88 20.06 -0.17
O 17.77 -7.98 19.12 0.04
C 18.53 -9.05 19.09 -0.61
O 19.49 -9.30 19.81 0.09
O 18.13 -9.82 18.08 0.00
C 18.92 -11.07 17.98 -0.02
H 17.04 -6.20 21.85 0.04
H 16.73 -7.87 21.65 0.09
H 15.81 -6.67 20.63 0.10
H 18.86 -7.02 20.55 0.10
H 17.95 -6.02 19.45 0.11
H 18.97 -11.56 18.94 0.08
H 19.92 -10.85 17.57 0.10
H 18.32 -11.68 17.28 0.10
C 16.53 -2.69 26.08 -0.04
C 16.82 -1.87 24.81 -0.15
O 15.76 -0.81 24.91 0.04
C 15.57 0.08 23.94 -0.63
O 14.80 1.01 24.05 0.11
O 16.29 -0.14 22.85 -0.03
C 16.30 0.97 21.92 0.01
H 16.45 -2.11 26.99 0.08
H 17.22 -3.55 26.17 0.04
H 15.53 -3.12 25.88 0.07
H 16.85 -2.48 23.91 0.10
H 17.78 -1.42 24.90 0.09
H 16.66 1.81 22.49 0.08
H 15.31 1.11 21.49 0.10
H 17.08 0.78 21.19 0.08
C 20.01 -0.40 23.22 -0.04
C 20.33 0.63 24.32 -0.16
O 19.55 1.86 24.11 0.03
C 18.36 1.94 24.75 -0.56
O 17.93 1.10 25.51 0.12
O 17.77 3.13 24.48 -0.01
C 16.63 3.46 25.27 -0.04
H 18.94 -0.58 23.26 0.06
H 20.55 -1.31 23.48 0.06
H 20.34 -0.09 22.24 0.07
H 21.36 0.95 24.21 0.11
H 20.13 0.21 25.33 0.13
H 15.70 2.93 25.02 0.08
H 16.45 4.46 24.90 0.09
H 16.76 3.38 26.34 0.10
C 19.73 -9.79 30.78 -0.03
C 20.40 -8.57 30.03 -0.21
O 19.69 -7.36 30.23 0.02
C 19.35 -6.76 29.05 -0.56
O 19.58 -7.13 27.96 0.14
O 18.64 -5.64 29.36 0.00
C 18.53 -4.68 28.36 -0.07
H 20.45 -10.62 30.81 0.08
H 18.94 -10.15 30.16 0.06
H 19.36 -9.42 31.73 0.07
H 20.57 -8.81 28.98 0.08
H 21.33 -8.25 30.53 0.13
H 18.37 -3.76 28.91 0.11
H 17.72 -4.83 27.66 0.07
H 19.43 -4.60 27.80 0.08
C 26.26 -5.08 23.21 -0.04
C 25.58 -6.17 24.06 -0.16
O 24.90 -5.46 25.16 0.03
C 24.61 -6.22 26.20 -0.57
O 24.83 -7.47 26.23 0.05
O 24.04 -5.53 27.17 0.01
C 23.41 -6.39 28.19 0.01
H 26.87 -4.57 23.95 0.08
H 25.61 -4.32 22.84 0.04
H 26.84 -5.59 22.46 0.08
H 26.31 -6.88 24.42 0.13
H 24.82 -6.72 23.56 0.08
H 22.93 -7.23 27.71 0.08
H 22.65 -5.70 28.59 0.10
H 24.04 -6.75 28.96 0.08
C 18.75 -9.49 25.12 -0.06
C 19.72 -10.46 25.78 -0.23
O 21.01 -10.36 25.25 0.06
C 21.96 -10.31 26.14 -0.65
O 21.87 -10.00 27.29 0.11
O 23.07 -10.84 25.64 -0.01
C 24.27 -10.80 26.51 0.01
H 17.92 -9.54 25.86 0.09
H 18.54 -9.75 24.07 0.08
H 19.17 -8.48 25.24 0.07
H 19.40 -11.49 25.60 0.13
H 19.74 -10.23 26.84 0.11
H 25.14 -11.04 25.85 0.11
H 24.02 -11.51 27.27 0.08
H 24.39 -9.79 26.92 0.07
C 22.67 -8.20 22.65 -0.05
C 22.17 -7.63 21.37 -0.16
O 22.33 -6.15 21.23 0.03
C 23.43 -5.80 20.60 -0.57
O 24.42 -6.46 20.40 0.13
O 23.28 -4.45 20.25 -0.07
C 24.52 -3.90 19.76 -0.05
H 22.16 -7.75 23.50 0.08
H 23.76 -8.11 22.73 0.07
H 22.48 -9.28 22.61 0.10
H 21.13 -7.90 21.21 0.11
H 22.73 -8.06 20.57 0.11
H 25.16 -3.82 20.63 0.07
H 24.30 -2.90 19.42 0.08
H 24.93 -4.54 18.97 0.10
C 22.11 1.77 19.40 -0.03
C 21.47 0.92 18.21 -0.18
O 21.12 -0.31 18.76 0.00
C 19.94 -0.41 19.33 -0.60
O 19.26 0.58 19.66 0.07
O 19.47 -1.61 19.59 0.01
C 20.43 -2.68 19.31 0.01
H 23.15 1.44 19.53 0.05
H 21.54 1.60 20.28 0.05
H 22.11 2.85 19.17 0.09
H 22.20 0.84 17.41 0.12
H 20.63 1.47 17.86 0.11
H 20.64 -2.66 18.26 0.10
H 19.88 -3.52 19.66 0.07
H 21.38 -2.58 19.82 0.07
C 11.72 -2.33 23.32 -0.08
C 12.57 -1.92 22.22 -0.24
O 13.83 -2.63 22.16 0.01
C 14.67 -2.28 21.16 -0.60
O 14.57 -1.38 20.37 0.15
O 15.72 -3.10 21.21 -0.03
C 16.91 -2.75 20.45 -0.01
H 10.86 -1.69 23.40 0.08
H 12.26 -2.25 24.28 0.09
H 11.41 -3.37 23.14 0.09
H 12.87 -0.86 22.25 0.13
H 11.98 -2.02 21.29 0.14
H 16.76 -2.90 19.35 0.11
H 17.70 -3.39 20.80 0.05
H 17.08 -1.68 20.58 0.08
C 20.38 -5.01 24.64 -0.07
C 21.36 -4.63 23.79 -0.08
C 21.06 -3.99 22.62 -0.14
N 19.78 -3.79 22.28 0.10
C 18.78 -4.07 23.14 -0.15
C 19.06 -4.68 24.34 -0.05
H 20.67 -5.47 25.56 0.10
H 22.38 -4.85 24.10 0.11
H 21.77 -3.72 21.91 0.04
H 17.78 -4.02 22.79 0.07
H 18.22 -5.01 24.99 0.07
C 24.65 0.32 23.11 -0.08
C 24.49 -0.66 24.06 -0.06
C 23.98 -1.89 23.68 -0.15
N 23.42 -2.13 22.51 0.09
C 23.48 -1.09 21.67 -0.14
C 24.15 0.10 21.87 -0.06
H 25.12 1.27 23.34 0.11
H 24.85 -0.47 25.06 0.11
H 23.88 -2.59 24.49 0.10
H 22.91 -1.27 20.76 0.09
H 24.27 0.76 21.06 0.07
C 13.80 -5.88 26.05 -0.08
C 13.65 -5.24 24.83 -0.05
C 14.80 -5.19 24.03 -0.12
N 16.02 -5.69 24.31 0.09
C 16.07 -6.28 25.52 -0.17
C 15.02 -6.44 26.38 -0.07
H 12.94 -5.98 26.69 0.11
H 12.69 -4.85 24.57 0.09
H 14.75 -4.69 23.07 0.09
H 17.06 -6.64 25.74 0.09
H 15.24 -6.95 27.28 0.10